Formula: C52H54N5O8RbS3Si
Source: the Open Molecules 2025 dataset
Level of theory: ωB97M-V/def2-TZVPD

```
124
Properties=species:S:1:pos:R:3:forces:R:3
Rb -1.8793 -0.0862 1.1795 0.1603 -1.5495 1.6562
C -1.0571 -2.3164 5.9751 -0.2929 0.3736 0.4963
C -1.4419 -1.2755 6.8088 0.2639 -0.1848 -0.4196
C -1.2514 0.0304 6.3681 -0.0138 -0.2698 -0.0090
C -0.6510 0.3049 5.1494 -0.0034 -0.1631 0.0745
N -0.2049 -0.7538 4.4154 -0.7578 -0.7513 1.4370
C -0.4411 -2.0291 4.7795 0.5787 -0.0343 -0.6729
C -0.4595 1.6738 4.6656 0.2684 1.0818 -0.2463
C 0.0423 2.6133 5.5749 0.1003 -0.4514 0.2042
C 0.1736 3.9358 5.2079 0.0887 0.3325 0.1639
C -0.1982 4.3223 3.9281 -0.0739 0.2234 -0.1476
C -0.6686 3.3769 3.0328 -0.0795 0.0302 0.4166
C -0.8408 2.0284 3.3576 -0.2522 -0.8716 -0.4024
H -1.2258 -3.3513 6.2329 -0.0318 -0.0387 -0.0971
H -1.8826 -1.4707 7.7757 -0.0980 -0.0114 0.0320
H -1.5787 0.8634 6.9721 -0.0338 0.1004 -0.1061
H -0.0788 -2.7721 4.0791 -0.1000 0.1139 0.0437
H 0.3485 2.2912 6.5661 0.0370 0.0571 0.1253
H 0.5618 4.6635 5.9111 0.0149 0.0323 0.0518
H -0.1269 5.3680 3.6440 0.0938 0.1093 -0.0450
H -0.9403 3.7074 2.0357 -0.0395 0.1860 -0.2413
N -0.9203 -1.3194 -1.0732 -0.0102 0.3562 -0.5957
S -0.8422 -0.4260 -2.2012 -1.0335 -1.1823 -0.1828
N 0.6566 0.0251 -2.7548 1.0630 0.9609 -0.7016
S 1.3242 1.4182 -2.7636 -0.3642 -0.4370 1.3552
N 1.4663 2.2803 -1.4836 0.0859 0.1110 -1.1174
S 1.5690 1.4215 -0.0316 0.4746 -0.0123 0.9634
N 0.3884 0.7470 0.4182 1.1414 0.1921 -0.1814
C 3.0777 0.4514 -0.3415 -0.1785 0.2028 0.1103
C 4.3093 1.0576 -0.5034 0.2062 0.0553 0.0597
C 5.4116 0.2762 -0.8064 0.0322 0.1644 0.0277
C 5.2712 -1.0959 -0.9390 0.0098 -0.1330 -0.0508
C 4.0324 -1.6923 -0.7691 0.1116 -0.0415 -0.0146
C 2.9298 -0.9138 -0.4660 -0.3522 0.0779 0.1192
C 2.2480 2.7270 1.0335 0.0632 -0.0489 -0.5576
C 2.3777 2.4010 2.3721 -0.1362 -0.3668 -0.0729
C 2.9290 3.3216 3.2453 0.1161 0.0268 0.0020
C 3.3348 4.5608 2.7746 0.0132 0.0408 0.0434
C 3.1775 4.8875 1.4374 0.0266 0.1209 -0.0276
C 2.6331 3.9644 0.5590 -0.0565 0.0730 -0.1966
C 0.6345 2.5475 -3.9397 -0.0810 1.2365 -0.6761
C 0.1973 3.8037 -3.5036 0.4042 -0.9982 0.3673
C -0.3034 4.7088 -4.4055 -0.2518 0.2900 -0.8949
C -0.3695 4.3930 -5.7637 0.2194 -0.3163 0.5072
C 0.0853 3.1479 -6.1997 -0.2896 0.5691 -0.2805
C 0.5980 2.2395 -5.3063 0.2889 -0.4559 1.0019
C 2.9427 1.0952 -3.4010 0.9274 -0.2970 -0.8442
C 3.8657 2.1474 -3.3795 -0.9300 -0.1996 0.0779
C 5.1452 1.9475 -3.8366 0.4792 -0.3043 -0.3771
C 5.5268 0.6993 -4.3334 -0.5558 0.0654 0.1671
C 4.6007 -0.3434 -4.3593 0.8223 0.2204 -0.2111
C 3.3162 -0.1543 -3.9046 -0.8075 0.5891 0.5202
C -1.4229 -1.2821 -3.7182 0.3395 0.3782 -0.0450
C -2.4711 -2.1770 -3.5768 0.0324 0.1901 0.3736
C -2.9166 -2.8858 -4.6794 -0.0432 0.0012 -0.1029
C -2.3174 -2.7032 -5.9162 -0.0341 -0.0342 -0.0774
C -1.2569 -1.8214 -6.0478 0.0416 0.0031 -0.1118
C -0.8066 -1.1180 -4.9444 0.0570 0.0984 -0.0128
C -1.7647 1.1566 -2.3127 0.2851 -0.3581 -0.1050
C -2.3383 1.5312 -3.5154 -0.2324 -0.0092 -0.3361
C -2.9764 2.7557 -3.6202 -0.0363 -0.0745 -0.1047
C -3.0332 3.6044 -2.5277 -0.0135 0.0519 0.0530
C -2.4604 3.2237 -1.3257 -0.0795 0.0943 -0.0968
C -1.8279 1.9968 -1.2180 0.0889 -0.0280 0.3828
H 4.4076 2.1285 -0.3972 0.0357 0.0947 0.0179
H 6.3784 0.7420 -0.9492 0.0438 0.0149 0.0229
H 6.1350 -1.7003 -1.1800 0.0681 -0.0650 -0.0040
H 3.9159 -2.7606 -0.8666 -0.0536 -0.1198 0.0446
H 1.9563 -1.3486 -0.3101 -0.1842 -0.2229 0.0702
H 2.0271 1.4359 2.7019 -0.0970 -0.2102 0.2192
H 3.0328 3.0798 4.2930 -0.0791 -0.0558 0.0260
H 3.7623 5.2846 3.4564 -0.0014 0.0217 0.0411
H 3.4823 5.8611 1.0770 0.0016 0.0577 -0.0262
H 2.4952 4.1862 -0.4886 0.0486 0.1265 -0.0832
H 0.2597 4.0140 -2.4489 -0.0590 0.1174 0.1353
H -0.6628 5.6688 -4.0633 0.0094 0.0427 0.0710
H -0.7556 5.1106 -6.4720 -0.0679 0.0337 -0.0548
H 0.0344 2.8997 -7.2511 0.0536 -0.0361 -0.0338
H 0.9917 1.2923 -5.6432 -0.0016 -0.0930 -0.1114
H 3.5428 3.0991 -2.9836 0.0871 0.1371 0.0829
H 5.8645 2.7552 -3.8032 -0.0160 0.0351 0.0078
H 6.5359 0.5418 -4.6864 0.0514 -0.0266 -0.0056
H 4.9035 -1.3137 -4.7271 -0.0349 -0.0644 -0.0060
H 2.5869 -0.9483 -3.8895 -0.0502 -0.1676 -0.0006
H -2.9175 -2.3147 -2.6038 -0.1208 -0.1163 0.2207
H -3.7383 -3.5790 -4.5735 -0.0347 -0.0478 0.0651
H -2.6738 -3.2491 -6.7800 -0.0141 -0.0428 -0.0126
H -0.7823 -1.6742 -7.0089 0.0385 -0.0314 -0.0592
H 0.0193 -0.4299 -5.0185 0.0629 -0.0265 -0.0926
H -2.2925 0.8790 -4.3755 -0.0440 0.0157 -0.0121
H -3.4215 3.0454 -4.5631 -0.0285 0.0031 -0.0309
H -3.5236 4.5639 -2.6185 -0.0643 0.0639 0.0302
H -2.5017 3.8755 -0.4653 -0.0337 -0.0170 0.1014
H -1.3566 1.7073 -0.2912 0.1182 0.3000 -0.2107
O -2.9908 -3.2773 -0.2441 -0.1057 0.1892 -0.8903
H -2.1646 -2.8170 -0.4542 -0.1219 -0.0963 0.1301
H -2.8974 -3.5178 0.6922 0.1833 -0.1979 0.6804
O 0.7550 -3.1446 0.5302 0.4012 -0.1204 -0.3725
H 0.2025 -2.5521 -0.0014 -0.0841 -0.0461 0.1358
H 0.9451 -2.6432 1.3442 -0.3052 0.2113 0.2084
O 0.5836 -0.4887 3.3524 -0.2101 1.6660 -0.5505
O 1.1864 -1.6033 2.8578 0.8342 -1.3045 -0.2405
O -4.1562 0.8877 0.8627 -1.0848 0.3333 -0.1035
O -4.1450 0.6737 2.1304 -0.5398 1.1226 0.1039
C -3.6209 -6.4369 1.9876 0.3552 0.0359 0.3442
Si -2.2149 -5.5423 2.9792 0.0992 1.0605 -0.2072
C -0.6238 -6.4941 2.5038 -0.3975 0.1269 0.1528
C -2.6211 -5.9751 4.8198 0.0318 -0.0717 -0.4756
C -2.0270 -3.7548 2.7022 -0.2706 -1.4153 0.2610
H -3.6947 -7.5048 2.1930 0.0217 -0.2845 0.1213
H -3.4536 -6.3185 0.9206 0.0918 0.1263 -0.2092
H -4.5877 -5.9927 2.2114 -0.1826 0.1638 0.0728
H -0.7220 -7.5720 2.6176 -0.1025 -0.2495 0.0386
H 0.2246 -6.1705 3.0981 0.1590 0.1387 0.1709
H -0.3851 -6.2869 1.4666 0.0560 0.0972 -0.2910
H -2.9675 -6.9977 4.9514 -0.1114 -0.3095 -0.0036
H -3.4047 -5.3156 5.1819 -0.1947 0.2051 0.0528
H -1.7568 -5.8400 5.4650 0.2516 0.1068 0.0496
H -2.7462 -3.0294 3.0533 -0.1747 0.1478 0.1034
H -1.2326 -3.3665 2.0852 0.2590 0.0263 -0.1192
O -6.3082 -0.6859 3.4387 -0.7248 0.7759 0.2985
C -5.3890 -1.3387 3.0131 -0.1516 -1.7369 0.1468
O -4.2918 -1.0056 2.4633 0.6811 -0.0787 -0.4914
H -5.4219 -2.4708 3.0771 0.0303 0.4696 0.0001
```
Positions in Å, forces in eV/Å.

Calculated values
Net charge: -2
Energy in a.u.: -4397.04588
ΔE to the lowest compared entry with this formula, charge and spin in eV: 5.667